Entry from the OMol25 dataset: a 22-piece molecular cluster, C82H206N2O44 overall at a distorted geometry (ωB97M-V with the def2-TZVPD basis set).

Calculated values
**HOMO**: -9.20 eV
**Molecular weight**: 1924.52 g mol⁻¹
**Multiplicity**: 1
**Total energy**: -181409.86887 eV

Each line ends with the Löwdin charge.
Atoms and positions in Å:
C 4.0070 -7.3833 -0.2755  -0.11
O 5.1442 -6.5569 -0.1785  -0.17
C 5.5271 -6.3078 1.1706  -0.20
C 4.5990 -5.4345 1.9620  -0.20
O 4.7658 -4.0450 1.7173  -0.20
C 4.3737 -3.6535 0.4642  -0.13
H 3.0075 -6.9208 0.0592  0.08
H 4.0857 -8.3170 0.2394  0.08
H 3.8211 -7.6212 -1.3115  0.08
H 6.4928 -5.8308 1.1961  0.13
H 5.7972 -7.2345 1.6437  0.12
H 4.7486 -5.5715 3.0399  0.14
H 3.5895 -5.7593 1.6828  0.10
H 3.5623 -4.2792 0.0115  0.07
H 5.2323 -3.8261 -0.2759  0.12
H 4.0865 -2.5657 0.4638  0.10
C -0.5431 -4.8909 -9.8138  -0.11
O -0.9776 -4.8563 -8.4507  -0.20
C -1.2652 -3.5852 -7.7810  -0.17
C -0.1024 -2.6113 -7.7228  -0.21
O -0.3529 -1.4791 -6.8720  -0.18
C 0.2956 -1.6066 -5.5817  -0.08
H -0.4132 -5.9395 -9.9882  0.08
H 0.4492 -4.4610 -9.9256  0.07
H -1.1936 -4.3705 -10.5583  0.10
H -1.5466 -3.9212 -6.7436  0.13
H -2.0780 -3.0947 -8.2648  0.10
H 0.0224 -2.1177 -8.6901  0.13
H 0.7019 -3.2594 -7.4432  0.11
H -0.2698 -0.9034 -4.9380  0.07
H 1.3422 -1.3148 -5.6168  0.09
H 0.2253 -2.6059 -5.1792  0.06
C 5.9707 10.0911 -1.9156  -0.11
O 5.2564 9.4706 -0.8632  -0.17
C 5.7219 8.1542 -0.7234  -0.23
C 4.9060 7.3948 0.3046  -0.23
O 3.7122 6.9514 -0.2736  -0.19
C 2.7997 6.4116 0.6694  -0.11
H 7.0223 10.1171 -1.6718  0.09
H 5.6080 11.0761 -2.0946  0.07
H 5.6799 9.5646 -2.8563  0.10
H 6.7528 8.1810 -0.4520  0.11
H 5.5689 7.6427 -1.6840  0.13
H 4.7503 8.0476 1.2144  0.14
H 5.5041 6.5543 0.6711  0.11
H 2.5347 7.1560 1.5132  0.12
H 3.2359 5.5116 1.1457  0.08
H 1.9280 6.1971 0.0327  0.08
C 7.2334 -2.3639 3.7592  -0.15
O 8.0298 -2.2116 4.8498  -0.18
C 9.2243 -1.4577 4.6830  -0.20
C 9.8145 -1.2805 6.0772  -0.21
O 11.0050 -0.5292 5.8951  -0.20
C 11.5115 0.0723 7.0650  -0.10
H 6.2572 -2.7031 4.0240  0.07
H 7.6320 -3.1151 3.0514  0.09
H 7.0307 -1.4803 3.1144  0.09
H 9.0521 -0.4917 4.1629  0.13
H 9.9088 -1.9989 4.0256  0.13
H 9.9933 -2.3327 6.5083  0.16
H 9.0237 -0.8011 6.6655  0.10
H 11.4974 -0.6442 7.8637  0.08
H 10.9210 0.9515 7.3109  0.08
H 12.5629 0.2830 6.7708  0.10
C -4.9954 -4.4737 0.3040  -0.07
O -3.6155 -4.2337 -0.0416  -0.24
C -2.7237 -4.1403 1.0997  -0.15
C -1.2974 -4.1787 0.5195  -0.16
O -0.8618 -5.5250 0.1457  -0.21
C 0.5441 -5.6140 0.1178  -0.12
H -5.1348 -5.5547 0.4086  0.09
H -5.6205 -4.1579 -0.5403  0.08
H -5.3025 -3.9799 1.2703  0.09
H -2.9591 -4.9796 1.7512  0.13
H -2.8444 -3.1643 1.5824  0.11
H -0.5456 -3.7077 1.1721  0.12
H -1.2326 -3.5512 -0.4594  0.13
H 0.7547 -6.5253 -0.4349  0.08
H 0.8460 -5.8274 1.1666  0.10
H 1.0320 -4.7573 -0.3290  0.07
C -11.1251 -7.6105 3.7910  -0.13
O -10.8974 -6.2470 3.7061  -0.18
C -9.7878 -5.8969 2.9670  -0.22
C -9.8052 -4.3573 2.8637  -0.17
O -8.4776 -4.1093 2.4536  -0.21
C -8.1818 -2.7617 2.2144  -0.12
H -12.0433 -7.6286 4.3801  0.09
H -10.3393 -8.1334 4.3123  0.08
H -11.2875 -8.1857 2.8467  0.10
H -9.7802 -6.3861 2.0120  0.12
H -8.8590 -6.1606 3.5153  0.14
H -9.9376 -3.9397 3.8478  0.12
H -10.5337 -4.0048 2.1260  0.13
H -8.7209 -2.3629 1.2619  0.12
H -7.1309 -2.6606 2.0946  0.05
H -8.6177 -2.1765 2.9976  0.07
C -5.6939 4.5894 -4.0676  -0.14
O -6.0397 3.7101 -3.0398  -0.18
C -4.8929 3.4269 -2.2266  -0.20
C -5.2344 3.2824 -0.7859  -0.21
O -5.1880 4.5848 -0.2004  -0.22
C -5.3240 4.5169 1.2509  -0.07
H -4.9358 4.3075 -4.7677  0.07
H -5.4041 5.6088 -3.6765  0.10
H -6.6289 4.7197 -4.6501  0.10
H -4.1578 4.2764 -2.2901  0.12
H -4.3478 2.4821 -2.5242  0.13
H -4.4475 2.6868 -0.2872  0.12
H -6.2059 2.8035 -0.6381  0.12
H -6.2617 4.0147 1.5777  0.08
H -5.3676 5.6328 1.4044  0.10
H -4.4644 4.0508 1.7233  0.07
C -2.2505 1.5637 -4.5361  -0.10
O -1.5972 2.1517 -3.4186  -0.20
C -0.6392 1.2786 -2.8635  -0.20
C 0.1521 2.0022 -1.7184  -0.17
O 1.1216 2.8179 -2.3829  -0.18
C 1.9034 3.4726 -1.3427  -0.07
H -2.5667 0.5203 -4.4087  0.09
H -1.6702 1.8141 -5.3906  0.08
H -3.2157 2.1197 -4.7376  0.09
H 0.0443 0.9436 -3.6944  0.12
H -1.2072 0.3886 -2.5082  0.11
H 0.5756 1.2067 -1.1206  0.09
H -0.5629 2.5842 -1.0301  0.13
H 2.5019 2.7650 -0.7787  0.07
H 1.3287 4.0382 -0.6387  0.04
H 2.5184 4.1773 -1.8963  0.10
C 3.3701 -6.0373 -5.4464  -0.09
O 3.4039 -5.0482 -4.4200  -0.19
C 2.1003 -4.7744 -3.9337  -0.19
C 2.2745 -3.5771 -2.9176  -0.20
O 1.0914 -3.0939 -2.3958  -0.22
C 1.0536 -1.7306 -2.0462  -0.07
H 3.0252 -6.9999 -5.1187  0.08
H 4.3574 -6.2076 -5.7900  0.08
H 2.6613 -5.6973 -6.2137  0.09
H 1.6729 -5.6532 -3.4075  0.12
H 1.4451 -4.5488 -4.8300  0.12
H 2.7409 -2.8235 -3.5985  0.12
H 2.9316 -3.9029 -2.0753  0.12
H 1.1047 -1.1462 -2.9950  0.08
H 1.8512 -1.4555 -1.3240  0.10
H 0.1159 -1.6445 -1.5872  0.06
C 0.4225 4.4775 2.9924  -0.10
O 0.9700 3.4643 3.7824  -0.18
C 0.2176 3.2168 4.9698  -0.18
C -0.5002 1.8974 4.9856  -0.24
O -1.6827 1.9168 4.2420  -0.20
C -2.6897 2.6694 4.8775  -0.09
H 0.6263 5.4503 3.3268  0.07
H -0.6353 4.2592 2.9107  0.09
H 0.8012 4.4436 1.9579  0.08
H -0.4967 4.0657 5.1126  0.13
H 0.8959 3.1748 5.8488  0.13
H -0.7483 1.7163 6.0314  0.09
H 0.1215 1.0217 4.6944  0.12
H -3.6419 2.3536 4.3811  0.10
H -2.5040 3.7556 4.7748  0.08
H -2.7324 2.4170 5.9349  0.09
C -1.1673 -1.7789 4.8140  -0.04
O -2.0685 -2.0185 5.9489  -0.19
C -3.0695 -1.0178 6.0878  -0.18
C -3.9945 -0.9853 4.8091  -0.22
O -4.3465 -2.2232 4.2322  -0.22
C -4.9887 -3.1797 5.1245  -0.06
H -1.0684 -0.6799 4.6994  0.07
H -1.6721 -2.2001 3.9233  0.09
H -0.2135 -2.2115 5.1328  0.07
H -2.6422 -0.0450 6.1985  0.09
H -3.7263 -1.2679 6.9149  0.12
H -3.4210 -0.4050 4.0338  0.11
H -4.9337 -0.3896 4.9479  0.12
H -5.5359 -2.6436 5.9253  0.09
H -4.2579 -3.8675 5.5627  0.09
H -5.6903 -3.7027 4.4631  0.08
C -3.9520 -0.8633 -11.2797  -0.09
O -3.6373 -0.6413 -9.9117  -0.18
C -4.6864 -0.4614 -9.0184  -0.25
C -4.4942 -1.1487 -7.7434  -0.24
O -4.9987 -2.4574 -7.8088  -0.17
C -4.7213 -3.2337 -6.6640  -0.09
H -3.0223 -0.9673 -11.7915  0.07
H -4.5419 -0.0225 -11.6689  0.09
H -4.5025 -1.8032 -11.4157  0.09
H -5.6943 -0.7759 -9.3589  0.14
H -4.6965 0.6350 -8.7769  0.14
H -5.0631 -0.5442 -7.0273  0.11
H -3.4509 -1.1152 -7.3763  0.14
H -5.1097 -4.2503 -6.8470  0.11
H -5.3235 -2.9269 -5.7939  0.07
H -3.6997 -3.1911 -6.3392  0.06
C 0.9591 1.0278 8.0656  -0.10
O 1.5837 0.4660 6.9215  -0.22
C 1.5087 -0.9466 6.8380  -0.17
C 2.4780 -1.4358 5.7145  -0.20
O 2.1037 -2.7495 5.4121  -0.17
C 2.4693 -3.2369 4.1244  -0.07
H 1.2445 0.4831 8.9757  0.09
H -0.1275 1.0823 7.9413  0.08
H 1.4348 2.0214 8.1900  0.10
H 0.5003 -1.3198 6.7827  0.10
H 1.8923 -1.3540 7.8015  0.13
H 3.5093 -1.3112 6.0920  0.12
H 2.5442 -0.7556 4.8306  0.11
H 2.1759 -4.2210 4.0926  0.06
H 3.5050 -3.1605 3.8119  0.08
H 1.9194 -2.7413 3.3201  0.08
C 6.1503 4.1228 -3.4306  -0.13
O 5.2648 4.1498 -2.3872  -0.19
C 5.8519 4.3128 -1.1004  -0.17
C 6.5425 3.0302 -0.6828  -0.24
O 5.6081 2.0018 -0.6352  -0.15
C 6.1492 0.9470 0.1781  -0.07
H 6.7994 4.9707 -3.3868  0.08
H 5.6617 4.1991 -4.3875  0.09
H 6.7780 3.2234 -3.4020  0.09
H 5.1157 4.5792 -0.3672  0.10
H 6.6288 5.0606 -1.2310  0.12
H 7.0131 3.2546 0.2784  0.12
H 7.4057 2.8529 -1.3412  0.13
H 6.2483 1.2006 1.2322  0.07
H 7.0611 0.5345 -0.1974  0.07
H 5.4084 0.1300 0.1405  0.08
C -2.5346 7.4948 2.9365  -0.12
O -3.6006 7.6581 2.0251  -0.21
C -3.1621 8.3274 0.8681  -0.19
C -2.8108 7.4062 -0.3715  -0.14
O -1.7738 6.4881 0.0365  -0.19
C -1.8197 5.2587 -0.5264  -0.15
H -2.3340 8.4733 3.3978  0.09
H -1.6486 7.0232 2.4758  0.08
H -2.9954 6.8818 3.7518  0.10
H -2.2258 8.8330 1.1784  0.12
H -4.0019 8.9986 0.5335  0.14
H -2.4806 7.9504 -1.2735  0.12
H -3.6884 6.8366 -0.7331  0.11
H -0.7983 4.8889 -0.6004  0.06
H -2.1092 5.2379 -1.5796  0.09
H -2.4735 4.5110 -0.0402  0.09
C -6.4565 0.5810 2.5969  -0.09
O -7.2306 1.5475 1.8734  -0.17
C -8.2767 0.8337 1.2464  -0.22
C -9.2889 1.7374 0.5888  -0.23
O -10.0977 2.2990 1.5378  -0.15
C -10.5332 3.5663 1.2274  -0.12
H -5.6998 1.1629 3.1008  0.07
H -5.9261 -0.1162 1.9440  0.09
H -7.0791 0.0462 3.2800  0.07
H -8.8492 0.2183 1.9706  0.12
H -7.8279 0.1253 0.5018  0.11
H -9.8397 1.0797 -0.1152  0.14
H -8.7221 2.4738 0.0518  0.12
H -9.7212 4.2830 1.2192  0.09
H -11.1972 3.9148 1.9981  0.08
H -11.1286 3.5509 0.3132  0.09
C 6.9407 0.8471 5.9833  -0.09
O 6.1115 2.0098 6.0252  -0.15
C 4.7661 1.8048 5.8025  -0.22
C 4.4075 1.2244 4.4395  -0.22
O 5.1081 1.7208 3.3062  -0.21
C 4.8353 3.0682 3.0355  -0.09
H 6.7101 0.1500 6.8171  0.10
H 7.9890 1.2032 6.1505  0.10
H 7.0658 0.2709 5.0580  0.07
H 4.2920 2.8176 5.8232  0.14
H 4.2529 1.1253 6.4986  0.12
H 3.3333 1.3655 4.1997  0.12
H 4.6274 0.1781 4.3877  0.10
H 5.4694 3.6879 3.6473  0.09
H 3.7712 3.1503 3.2959  0.08
H 4.9443 3.2921 1.9800  0.07
C -6.4914 -1.3574 -1.4225  -0.12
O -6.6191 0.0358 -1.6546  -0.20
C -6.9918 0.2901 -3.0455  -0.16
C -6.1610 -0.4364 -4.0768  -0.18
O -6.6621 -1.7551 -4.3774  -0.24
C -7.7024 -1.6671 -5.3629  -0.09
H -5.6253 -1.8132 -1.8667  0.06
H -7.2873 -1.9308 -1.8851  0.09
H -6.4910 -1.5956 -0.3252  0.08
H -6.8079 1.3393 -3.1547  0.09
H -8.1101 0.2082 -3.0993  0.14
H -5.1074 -0.6448 -3.8139  0.13
H -6.3250 0.0835 -5.0490  0.12
H -7.2344 -1.5646 -6.3502  0.08
H -8.4238 -0.9206 -5.0590  0.08
H -8.2672 -2.5703 -5.4414  0.08
C 2.5231 0.5967 1.0009  -0.10
O 1.2259 0.1033 0.7512  -0.22
C 0.4565 0.0530 1.9075  -0.18
C -1.0292 0.1150 1.3948  -0.16
O -1.3233 -0.9695 0.5261  -0.19
C -2.5056 -0.7422 -0.1773  -0.11
H 3.1965 0.4638 0.1377  0.08
H 2.9583 0.0279 1.8438  0.09
H 2.5097 1.6432 1.3883  0.10
H 0.7813 0.8200 2.6256  0.11
H 0.5698 -0.9686 2.4012  0.13
H -1.2169 1.0960 0.8704  0.13
H -1.6305 0.1009 2.2808  0.09
H -2.5031 0.2192 -0.6598  0.07
H -3.4064 -0.8531 0.4945  0.11
H -2.5292 -1.4546 -1.0098  0.08
C 9.7286 1.9563 0.9359  -0.09
O 9.8517 1.5384 -0.4232  -0.19
C 10.1216 0.1824 -0.5118  -0.24
C 9.7708 -0.2814 -1.9287  -0.15
O 8.5801 -1.1182 -1.9086  -0.22
C 8.2656 -1.7302 -3.1019  -0.14
H 8.7583 1.6246 1.3362  0.07
H 9.7103 3.0696 0.8914  0.10
H 10.5487 1.5325 1.4896  0.08
H 9.5469 -0.4926 0.1558  0.13
H 11.1731 -0.0467 -0.3323  0.12
H 10.5630 -0.9397 -2.3195  0.12
H 9.4715 0.5349 -2.5903  0.13
H 9.1353 -2.3314 -3.3889  0.08
H 8.1080 -1.0798 -4.0003  0.10
H 7.4050 -2.3412 -2.9780  0.08
C 3.5861 1.3236 -3.2816  0.06
N 4.5965 0.3121 -3.7402  -0.41
O 5.5796 0.7933 -4.2230  0.08
O 4.3851 -0.9003 -3.5274  0.03
H 4.0615 2.2344 -3.3536  0.05
H 3.2090 1.0353 -2.2957  0.09
H 2.7930 1.3268 -4.0297  0.11
C -2.1259 -4.8320 -2.6932  0.05
N -3.3679 -4.0436 -2.9875  -0.42
O -4.4623 -4.6196 -2.9703  0.04
O -3.2576 -2.8583 -3.2056  0.04
H -2.3263 -5.3532 -1.7249  0.10
H -1.3099 -4.0981 -2.6322  0.08
H -1.9268 -5.4712 -3.5727  0.11